1.
This record from the Open Molecules 2025 dataset describes a molecular structure, C4H6N2O at a distorted geometry. The level of theory is wB97M-V/def2-TZVPD.

The calculation puts the relative energy (zero: lowest compared OMol25 entry of this formula, charge and spin) at 193.67 kcal/mol. Its spin multiplicity is 1. As for the orbital gap: 0.3750 Eh. The LUMO energy comes out at 0.80 eV.

```
13
Properties=species:S:1:pos:R:3:forces:R:3
H -2.08325 1.97576 0.40632 0.19 -2.58 -1.04
N 1.30670 0.75374 0.20161 -5.19 -5.74 5.27
C -1.66396 0.93126 0.07058 3.43 5.37 2.25
O -1.28557 -1.20487 -0.21211 -1.32 -2.15 -0.92
C -0.14689 0.64276 -0.18442 -0.41 2.34 2.58
H -0.05881 0.75562 -1.21269 -0.46 -0.70 -2.54
C -0.10876 -0.74741 0.27011 -2.24 -1.17 4.51
H 0.02115 -1.21600 1.47492 -1.08 2.57 -2.69
H 1.27787 -0.85628 -1.13005 1.21 -1.07 -4.36
H 1.83115 1.33904 -0.22433 4.40 4.59 -4.10
H 1.87209 -1.47019 0.63168 -0.86 2.07 -2.94
N -2.19236 -0.17011 0.05498 -3.65 -2.29 -0.58
C 1.23063 -0.73330 -0.14660 5.99 -1.25 4.57
```
Forces are in eV/Å.

2.
This record from the Open Molecules 2025 dataset describes C4H6N2O in the gas phase at a distorted geometry. The level of theory is wB97M-V/def2-TZVPD.

The SMILES is [H]/N=C/OCCC#N. The calculation puts the relative energy (zero: lowest compared OMol25 entry of this formula, charge and spin) at 41.27 kcal/mol. Its spin multiplicity is 1. As for the orbital gap: 0.4159 Eh. The LUMO energy comes out at 0.62 eV.

```
13
Properties=species:S:1:pos:R:3:forces:R:3
C -1.49191 0.43575 -0.07724 -0.12 0.26 -0.10
N 1.86090 1.80964 -0.84052 -0.30 -0.90 0.63
H 0.41029 -1.30561 -1.15517 -0.02 0.06 0.15
H 2.16763 -0.85364 0.77931 -0.13 0.03 -0.07
O -1.13677 -0.85672 0.13825 -0.14 -0.01 -0.05
C 0.21421 -1.22660 -0.07837 0.21 -0.09 -0.02
H -0.88672 1.18534 0.45452 -0.04 -0.23 -0.18
C 1.24211 -0.30025 0.59158 0.00 -0.01 0.10
N -2.49980 0.71094 -0.77933 0.32 0.01 0.30
H 0.85349 0.01822 1.56482 0.12 -0.03 -0.08
H -2.62503 1.72201 -0.75315 -0.14 -0.07 -0.09
C 1.58488 0.88484 -0.20292 0.26 0.79 -0.53
H 0.30673 -2.22391 0.35823 -0.02 0.17 -0.05
```
Forces are in eV/Å.